# 1
A molecular structure, C11H13DyN2O6 at a distorted geometry. Source: the Open Molecules 2025 dataset; level of theory: ωB97M-V with the def2-TZVPD basis set.

Calculated values
- <S²>: 9.3512
- Multiplicity: 6
- Max |F|: 10.82 eV/A
- Molar mass: 431.733 g/mol
- Orbital gap (spin up / spin down): 7.17 / 7.06 eV
- Net charge: +2
- ΔE to the lowest compared entry with this formula, charge and spin: 462.0 kJ/mol
- Calculated total energy: -50943.477 eV
- Highest occupied orbital energy (spin up / spin down): -16.0257 / -15.9096 eV

Atoms and positions in Å:
O1 -0.630 -4.416 -3.660
H1 1.685 -0.096 4.068
C1 1.787 0.551 3.191
C2 -2.421 0.315 -2.315
C3 1.072 1.838 3.215
H2 -0.053 3.214 -0.355
H3 0.059 1.723 3.530
H4 2.859 0.743 3.032
O2 -2.890 -2.213 -4.442
O3 -3.095 -2.766 -0.790
N1 1.258 -0.316 2.106
O4 0.426 -0.593 0.129
H5 2.258 -2.017 1.405
H6 -0.938 1.684 -0.702
C4 -2.035 -2.002 -3.567
C5 0.764 0.280 1.090
O5 -2.784 1.305 -5.265
C6 0.071 2.099 -0.382
C7 -1.283 -3.442 -3.844
H7 1.691 -1.711 -1.474
O6 -3.569 0.264 -2.527
C8 -2.420 0.304 -5.941
H8 1.541 2.496 3.912
H9 1.927 -1.983 3.173
H10 0.781 1.893 -1.237
H11 0.392 3.413 1.759
C9 1.538 -1.736 2.188
H12 0.585 -2.277 2.010
N2 0.540 1.565 0.857
C10 -2.020 -2.311 -0.876
Dy1 -0.178 -1.130 -1.706
H13 2.057 2.835 1.580
C11 1.024 2.489 1.836

Charges computed using Löwdin, reported in e:
1. O 0.29
2. H 0.14
3. C -0.10
4. C -0.02
5. C -0.13
6. H 0.13
7. H 0.13
8. H 0.15
9. O 0.02
10. O 0.19
11. N -0.04
12. O -0.35
13. H 0.11
14. H 0.07
15. C -0.27
16. C -0.38
17. O -0.08
18. C -0.03
19. C 0.10
20. H -0.10
21. O 0.13
22. C 0.16
23. H 0.13
24. H 0.11
25. H 0.12
26. H 0.15
27. C 0.02
28. H 0.11
29. N -0.07
30. C -0.03
31. Dy 1.34
32. H 0.16
33. C -0.12



# 2
A gas-phase ion, C11H13FN3 (charge +1) at a distorted geometry. Source: the Open Molecules 2025 dataset; level of theory: ωB97M-V with the def2-TZVPD basis set.

Calculated values
- Multiplicity: 1
- Max |F|: 6.60 eV/A
- Molar mass: 206.244 g/mol
- Orbital gap (spin up / spin down): 6.88 / 5.84 eV
- Net charge: +1
- ΔE to the lowest compared entry with this formula, charge and spin: 351.1 kJ/mol
- Calculated total energy: -18793.929 eV
- Highest occupied orbital energy (spin up / spin down): -10.9261 / -10.6728 eV

Atoms and positions in Å:
H1 0.708 2.009 1.273
H2 3.000 -1.317 0.703
F1 0.850 1.751 -0.552
H3 2.980 0.963 -1.229
H4 3.594 -1.512 -0.990
N1 2.742 1.326 0.719
H5 4.460 0.701 -0.161
C1 -3.716 -0.010 0.001
C2 3.341 0.547 -0.269
C3 -5.049 0.402 -0.028
C4 2.911 -0.929 -0.292
C5 -2.891 0.400 -1.102
C6 -3.096 -0.588 1.123
H6 1.337 -0.207 -1.258
C7 -0.855 -0.538 0.005
H7 3.024 1.288 1.685
H8 -0.980 0.265 -2.028
H9 -3.319 0.853 -1.997
N2 1.473 -1.014 -0.739
C8 0.495 -0.703 0.305
H10 0.775 -1.403 1.192
N3 -6.152 0.686 -0.044
C9 -1.559 0.013 -1.148
C10 1.424 1.674 0.665
H11 1.350 -1.988 -1.187
C11 -1.691 -0.712 1.185
H12 -3.740 -0.644 2.065
H13 -1.413 -1.312 2.102

Charges computed using Löwdin, reported in e:
1. H 0.12
2. H 0.12
3. F 0.05
4. H 0.14
5. H 0.16
6. N 0.04
7. H 0.17
8. C -0.23
9. C -0.17
10. C -0.21
11. C -0.08
12. C -0.01
13. C -0.02
14. H 0.10
15. C -0.23
16. H 0.17
17. H 0.10
18. H 0.13
19. N 0.04
20. C -0.16
21. H 0.15
22. N 0.19
23. C -0.03
24. C 0.00
25. H 0.23
26. C -0.03
27. H 0.15
28. H 0.13



# 3
C11H13N in the gas phase at a distorted geometry. Source: the Open Molecules 2025 dataset; level of theory: ωB97M-V with the def2-TZVPD basis set.

Calculated values
- Multiplicity: 1
- Max |F|: 4.39 eV/A
- Molar mass: 159.232 g/mol
- Orbital gap: 9.11 eV
- ΔE to the lowest compared entry with this formula, charge and spin: 474.3 kJ/mol
- Calculated total energy: -13103.228 eV
- Highest occupied orbital energy: -8.3456 eV

Atoms and positions in Å:
H1 0.679 -1.218 1.988
H2 -1.749 1.380 1.658
H3 -3.900 1.343 0.402
H4 1.104 2.725 -1.571
H5 -2.508 -2.473 -1.308
H6 1.271 2.073 0.739
H7 4.168 -1.690 0.735
H8 -4.327 -0.500 -1.331
N1 0.903 1.648 -1.364
C1 -2.397 -1.422 -0.807
C2 -1.139 -1.326 -0.216
C3 -0.798 -0.296 0.595
C4 1.621 1.393 -0.082
C5 0.475 -0.239 1.384
C6 -1.829 0.598 0.885
H9 4.464 -1.680 -1.214
H10 -0.102 1.538 -1.226
H11 0.491 0.759 2.003
H12 2.575 1.772 -0.327
C7 2.620 -0.747 -0.207
C8 1.635 -0.089 0.341
C9 -3.422 -0.502 -0.578
C10 3.888 -1.337 -0.272
C11 -3.060 0.594 0.210
H13 -0.664 -2.305 -0.436

Charges computed using Löwdin, reported in e:
1. H 0.15
2. H 0.12
3. H 0.12
4. H 0.12
5. H 0.13
6. H 0.11
7. H 0.05
8. H 0.14
9. N -0.01
10. C -0.11
11. C -0.07
12. C -0.29
13. C -0.27
14. C -0.09
15. C -0.06
16. H 0.07
17. H 0.04
18. H 0.14
19. H 0.09
20. C -0.03
21. C -0.23
22. C -0.11
23. C -0.01
24. C -0.10
25. H 0.13



# 4
A gas-phase ion, C11H13N2O2 (charge +1) at a distorted geometry. Source: the Open Molecules 2025 dataset; level of theory: ωB97M-V with the def2-TZVPD basis set.

Calculated values
- Multiplicity: 1
- Max |F|: 4.09 eV/A
- Molar mass: 205.237 g/mol
- Orbital gap: 7.89 eV
- Net charge: +1
- ΔE to the lowest compared entry with this formula, charge and spin: 122.7 kJ/mol
- Calculated total energy: -18683.875 eV
- Highest occupied orbital energy: -13.2829 eV

Atoms and positions in Å:
C1 2.288 -0.220 0.240
C2 0.855 1.112 1.674
H1 0.052 1.144 2.434
C3 0.967 -3.056 0.182
H2 -3.328 2.156 -2.253
C4 1.835 2.044 1.983
H3 4.124 0.621 -0.022
H4 1.339 -3.307 -0.763
H5 1.726 -2.885 0.935
C5 -0.106 -0.887 0.554
C6 -3.547 1.000 -2.307
O1 -2.018 -0.476 1.883
C7 0.982 -0.027 0.883
H6 3.866 2.466 1.658
H7 2.414 -1.056 -0.457
H8 0.515 -4.070 0.501
H9 -3.245 0.216 0.068
O2 -0.052 -2.116 0.147
N1 -1.219 0.293 -2.253
C8 3.219 0.705 0.528
H10 1.556 2.800 2.651
C9 -2.311 0.354 -1.675
N2 -2.365 -0.036 -0.299
H11 -3.553 0.571 -3.395
C10 3.077 1.831 1.376
C11 -1.546 -0.387 0.759
H12 -4.392 0.685 -1.738
H13 -1.136 0.522 -3.295

Charges computed using Löwdin, reported in e:
1. C 0.03
2. C 0.01
3. H 0.14
4. C -0.03
5. H 0.13
6. C -0.01
7. H 0.11
8. H 0.09
9. H 0.11
10. C -0.04
11. C -0.01
12. O 0.14
13. C -0.12
14. H 0.11
15. H 0.13
16. H 0.15
17. H 0.13
18. O 0.06
19. N 0.13
20. C -0.05
21. H 0.11
22. C -0.47
23. N 0.17
24. H 0.12
25. C 0.03
26. C -0.35
27. H 0.05
28. H 0.11



# 5
2 unconnected molecules or ions with the total composition C11H13N2S at a distorted geometry. Source: the Open Molecules 2025 dataset; level of theory: ωB97M-V with the def2-TZVPD basis set.

Calculated values
- Multiplicity: 1
- Max |F|: 5.98 eV/A
- Molar mass: 205.306 g/mol
- Orbital gap: 8.00 eV
- Net charge: +1
- ΔE to the lowest compared entry with this formula, charge and spin: 318.4 kJ/mol
- Calculated total energy: -25423.217 eV
- Highest occupied orbital energy: -12.0083 eV

Atoms and positions in Å:
H1 -1.481 -3.490 -0.184
H2 -0.259 -1.194 -0.959
C1 -2.028 -1.271 0.064
C2 -4.187 -0.637 0.231
H3 -5.859 -2.216 0.137
H4 1.017 -2.798 0.355
N1 -2.860 -0.152 0.238
H5 2.220 -0.142 0.046
C3 -2.323 -2.738 -0.064
H6 -0.411 0.133 0.022
C4 2.262 1.789 0.990
H7 -4.105 -4.298 -0.081
C5 2.566 0.884 -0.022
H8 3.555 0.588 -1.909
N2 -0.551 -0.896 -0.002
C6 -3.776 -3.218 -0.018
C7 -4.737 -2.037 0.117
C8 3.315 1.294 -1.121
C9 3.756 2.610 -1.209
H9 4.342 2.929 -2.064
C10 3.444 3.517 -0.201
C11 2.698 3.107 0.899
H10 1.683 1.467 1.851
S1 0.452 -1.782 1.143
H11 3.783 4.545 -0.273
H12 2.457 3.814 1.686
H13 -4.975 0.193 0.329

Charges computed using Löwdin, reported in e:
1. H 0.10
2. H 0.16
3. C -0.31
4. C -0.09
5. H 0.12
6. H -0.04
7. N 0.10
8. H 0.03
9. C -0.02
10. H 0.14
11. C -0.11
12. H 0.12
13. C -0.14
14. H 0.10
15. N -0.26
16. C 0.02
17. C -0.01
18. C -0.09
19. C -0.08
20. H 0.11
21. C -0.07
22. C -0.08
23. H 0.09
24. S 0.87
25. H 0.11
26. H 0.11
27. H 0.13



# 6
C11H13N3Si in the gas phase at a distorted geometry. Source: the Open Molecules 2025 dataset; level of theory: ωB97M-V with the def2-TZVPD basis set.

Calculated values
- Multiplicity: 1
- Max |F|: 4.91 eV/A
- Molar mass: 215.332 g/mol
- Orbital gap (spin up / spin down): 6.13 / 6.13 eV
- ΔE to the lowest compared entry with this formula, charge and spin: 436.6 kJ/mol
- Calculated total energy: -23958.537 eV
- Highest occupied orbital energy (spin up / spin down): -7.3373 / -7.3374 eV

Atoms and positions in Å:
C1 -1.743 0.715 1.319
H1 0.277 2.745 -0.806
H2 -2.470 1.335 1.811
H3 -3.152 0.343 -2.239
C2 -2.199 -0.064 -1.822
C3 2.150 -1.188 0.009
H4 -1.399 0.720 -1.920
H5 -1.073 1.386 0.723
N1 3.993 -2.862 0.291
C4 2.272 2.881 0.039
H6 2.515 3.952 -0.028
C5 3.125 -2.106 0.204
C6 -0.328 -1.393 -0.190
C7 0.862 -1.887 -0.155
H7 -4.223 -1.913 -0.047
N2 2.171 0.132 -0.013
H8 4.287 2.462 0.660
Si1 -2.068 -0.690 -0.050
H9 -2.997 -3.039 0.759
C8 1.113 2.232 -0.344
C9 -3.423 -1.981 0.615
H10 0.982 -2.934 -0.158
C10 1.087 0.866 -0.326
H11 -3.738 -1.888 1.604
H12 -1.057 0.297 2.120
N3 3.342 0.733 0.212
C11 3.379 2.048 0.274
H13 -1.684 -0.902 -2.543

Charges computed using Löwdin, reported in e:
1. C -0.18
2. H 0.11
3. H 0.00
4. H 0.03
5. C -0.22
6. C -0.27
7. H 0.02
8. H -0.02
9. N 0.15
10. C -0.06
11. H 0.11
12. C -0.26
13. C 0.07
14. C -0.12
15. H -0.02
16. N -0.09
17. H 0.11
18. Si 0.58
19. H 0.06
20. C -0.10
21. C -0.16
22. H 0.11
23. C 0.00
24. H -0.01
25. H 0.05
26. N 0.13
27. C -0.12
28. H 0.09



Among the records above, which one has the highest multiplicity? C11H13DyN2O6